No. 1
17
Properties=species:S:1:pos:R:3 method="wB97M-V/def2-TZVPD" spin_multiplicity=1 smiles="CCC1(C(N)=[NH2+])N=N1" charge=+1
C 1.8859 -0.1283 0.7304
C 1.1330 -0.0051 -0.5564
C -0.2544 -0.7187 -0.4738
C -1.4607 -0.1217 0.0801
N -2.5407 -0.8599 0.1359
N -1.4458 1.1338 0.4701
N -0.2665 -2.1576 -0.9543
N -0.0280 -2.1656 0.2016
H 2.3877 -1.1107 0.9262
H 1.1602 -0.0948 1.5160
H 2.6696 0.6143 0.8925
H 1.5611 -0.3936 -1.4105
H 0.8698 1.0006 -0.6815
H -2.5686 -1.8138 -0.0176
H -3.1895 -0.5412 0.7753
H -0.6021 1.6877 0.4394
H -2.1653 1.4276 1.1491

No. 2
24
Properties=species:S:1:pos:R:3 method="wB97M-V/def2-TZVPD" spin_multiplicity=1 smiles=Cc1ccc(O)cc1.CC charge=0
C -2.1027 1.7095 1.2452
C -0.9282 0.7692 1.4326
C -0.8347 -0.3396 0.4822
C 0.2833 -1.1362 0.5417
C 1.3564 -0.8147 1.3771
O 2.2548 -1.8556 1.5765
C 1.3906 0.3616 2.0156
C 0.1749 1.2126 2.0862
H -2.3633 1.6661 0.2244
H -1.9218 2.6424 1.7036
H -2.8715 1.2386 1.8638
H -1.6262 -0.5136 -0.1828
H 0.1505 -2.0330 -0.0063
H 3.1453 -1.4609 1.4913
H 2.1686 0.5039 2.7431
H 0.3620 2.0385 2.6529
C -0.2515 0.1460 -2.6291
C 0.7295 -1.0570 -2.7324
H -0.6635 0.5683 -3.5746
H -1.2718 -0.2288 -2.3175
H -0.0841 0.9528 -2.0062
H 1.0840 -1.3645 -3.6600
H 0.2544 -2.0372 -2.3671
H 1.5649 -0.9685 -1.9602

No. 3
10
Properties=species:S:1:pos:R:3 method="wB97M-V/def2-TZVPD" spin_multiplicity=1 smiles="N[C@@H](S)[N+](=O)[O-]" charge=0
N -0.8911 -1.0704 0.0979
C -0.2847 -0.0061 -0.5421
S -0.8679 1.7493 0.2629
N 1.1242 -0.0016 -0.2526
O 1.8449 0.4339 -1.1331
O 1.5425 -0.3695 0.8571
H -0.3834 -1.3466 0.8835
H -1.8748 -1.0479 0.3837
H -0.3992 0.0098 -1.6792
H 0.1895 1.6492 1.1219

No. 4
15
Properties=species:S:1:pos:R:3 method="wB97M-V/def2-TZVPD" spin_multiplicity=1 smiles="C[C@@H](O)[C@@H](O)C=O" charge=0
C -0.3711 0.4065 -1.5281
C -0.8596 -0.3229 -0.2774
O -1.1040 -1.6870 -0.5280
C 0.0832 -0.2199 0.9425
O 1.0908 -1.1920 0.8406
C 0.7104 1.1448 1.1044
O 1.8975 1.2664 1.3095
H -1.1121 0.2790 -2.3228
H -0.2618 1.4838 -1.3475
H 0.5865 0.0126 -1.8832
H -1.8213 0.1149 0.0181
H -0.2726 -2.1475 -0.3344
H -0.5257 -0.4021 1.8451
H 1.9176 -0.7610 1.1184
H 0.0423 2.0242 1.0428

No. 5
46
Properties=species:S:1:pos:R:3 method="wB97M-V/def2-TZVPD" spin_multiplicity=1 smiles="C=CCCC(=O)N1CCC(CCC(=O)NC2CC2)CC1" charge=0
C -2.7707 3.1871 -1.0672
C -3.0418 2.2369 -0.1918
C -4.3397 1.4986 -0.1197
C -4.1861 0.0121 -0.4875
C -3.2673 -0.6869 0.5004
O -3.6779 -1.0235 1.5986
N -1.9849 -0.9072 0.1315
C -1.3998 -0.5606 -1.1505
C 0.1219 -0.5386 -1.0459
C 0.6881 -1.9233 -0.7060
C 2.0702 -1.8272 -0.0507
C 3.1627 -1.2820 -0.9788
C 3.0602 0.1983 -1.2861
O 2.7976 0.6225 -2.3948
N 3.3059 1.0639 -0.2731
C 3.6392 0.7951 1.0846
C 3.8969 1.9478 2.0017
C 2.6530 1.1255 2.1752
C -0.2984 -2.6598 0.2199
C -1.1340 -1.6740 1.0245
H -1.8215 3.6955 -1.0885
H -3.4939 3.5010 -1.8026
H -2.3034 1.9407 0.5426
H -5.0676 1.9580 -0.7915
H -4.7243 1.5525 0.9020
H -5.1638 -0.4641 -0.3910
H -3.8471 -0.0935 -1.5162
H -1.7441 0.4306 -1.4545
H -1.7017 -1.2865 -1.9186
H 0.5322 -0.1832 -1.9900
H 0.4056 0.1782 -0.2731
H 0.7927 -2.4977 -1.6321
H 2.3733 -2.8322 0.2545
H 1.9992 -1.2151 0.8490
H 4.1414 -1.4731 -0.5325
H 3.1190 -1.8081 -1.9340
H 3.2039 2.0383 -0.5263
H 4.2480 -0.0917 1.2090
H 4.6846 1.8551 2.7329
H 3.7905 2.9458 1.6040
H 2.5808 0.4668 3.0267
H 1.7142 1.5723 1.8851
H -0.9750 -3.2798 -0.3707
H 0.2390 -3.3190 0.9025
H -0.4861 -1.0038 1.6018
H -1.7911 -2.1916 1.7274

No. 6
110
Properties=species:S:1:pos:R:3 method="wB97M-V/def2-TZVPD" spin_multiplicity=1 smiles="CCCCCCCCCC[C@]1(CCC(C)C)[C@@](Br)([C@@H](Cl)CC)NC(=O)[C@]1(COO)[C@@H](F)CC.CN(C)P(=O)(N(C)C)N(C)C" charge=0
C 3.7134 0.5095 2.9476
C 4.9585 -0.3586 3.3367
C 5.1992 -1.3971 2.2040
C 6.4241 -1.1062 1.2917
C 6.5826 0.3703 0.8275
C 6.4307 0.5735 -0.7189
C 5.1529 1.4075 -1.0707
C 3.9343 0.4586 -0.9436
C 2.6031 1.2302 -0.6685
C 1.4157 0.3192 -1.0829
C 0.1804 1.1000 -1.7115
C 0.7419 1.4477 -3.1220
C 0.1409 2.6760 -3.8776
C 1.1759 3.4205 -4.7645
C 2.2125 4.2347 -3.9580
C 1.8192 2.5022 -5.8283
C -0.1351 2.2538 -0.6916
Br -0.1847 1.7481 1.2405
C 0.5334 3.6823 -0.8406
Cl -0.6383 5.0217 -1.1688
C 1.3527 4.1776 0.3842
C 2.1779 5.4425 -0.0762
N -1.5933 2.4619 -0.9075
C -2.0754 1.0612 -0.8476
O -3.0240 0.7968 -0.2090
C -1.1456 0.2190 -1.7987
C -1.9542 0.3506 -3.1286
O -3.2033 -0.3133 -3.0418
O -3.4966 -0.8612 -4.2938
C -1.0901 -1.2764 -1.4115
F -2.2858 -1.7190 -0.8376
C -0.8231 -2.2892 -2.5524
C 0.6149 -2.3032 -3.1153
H 3.9750 1.2598 2.1876
H 2.9268 -0.1205 2.5077
H 3.2943 1.0434 3.8106
H 4.7035 -0.8299 4.2909
H 5.7902 0.3520 3.4228
H 4.2830 -1.5513 1.6184
H 5.4066 -2.3621 2.6962
H 7.3294 -1.4594 1.8022
H 6.3100 -1.7495 0.4051
H 7.5954 0.6915 1.1056
H 5.8848 1.0672 1.3058
H 6.3312 -0.3845 -1.2518
H 7.3444 1.0522 -1.0969
H 5.1319 2.2489 -0.3647
H 5.3085 1.7382 -2.1080
H 4.1385 -0.2013 -0.0904
H 3.8858 -0.1016 -1.8883
H 2.5732 1.3693 0.4157
H 2.6864 2.1649 -1.2356
H 1.1392 -0.2630 -0.1983
H 1.7906 -0.3093 -1.8978
H 0.5854 0.5796 -3.7730
H 1.8330 1.5923 -3.1266
H -0.5852 2.2727 -4.6046
H -0.4247 3.3867 -3.2654
H 0.5734 4.1565 -5.3237
H 1.6805 5.0929 -3.5192
H 2.7142 3.6294 -3.1926
H 2.9241 4.6777 -4.6692
H 1.0538 1.8827 -6.3182
H 2.6349 1.9029 -5.4060
H 2.1988 3.1593 -6.6246
H 1.2506 3.6333 -1.6630
H 0.7009 4.5397 1.1827
H 2.0948 3.4484 0.7110
H 1.5664 6.3316 0.0999
H 2.5300 5.3482 -1.1082
H 3.0255 5.5081 0.6223
H -1.8440 2.6849 -1.8744
H -2.1458 1.3979 -3.4087
H -1.4114 -0.0908 -3.9790
H -3.7294 -1.7809 -4.0908
H -0.3432 -1.5182 -0.6438
H -0.9550 -3.2702 -2.0689
H -1.5999 -2.2712 -3.3258
H 0.7619 -3.2919 -3.5773
H 0.8134 -1.5725 -3.9059
H 1.3169 -2.2642 -2.2763
C -5.0861 -0.9155 3.5484
N -4.1727 -1.9933 3.2424
C -3.1896 -1.6079 2.2300
P -4.4192 -3.6860 3.4324
O -3.0346 -4.0034 3.9817
N -5.2670 -4.1069 4.8939
C -5.6044 -3.1098 5.8914
C -4.7301 -5.2843 5.5764
N -5.9283 -3.6607 2.5796
C -5.8739 -3.4013 1.1439
C -7.2746 -3.7811 3.0971
H -6.0084 -0.9327 2.9500
H -4.6149 0.0503 3.3598
H -5.3493 -0.8866 4.6046
H -3.6279 -1.5799 1.2278
H -2.3543 -2.3112 2.2105
H -2.7590 -0.6269 2.4427
H -4.7246 -2.5545 6.2439
H -6.0817 -3.5785 6.7556
H -6.3520 -2.4095 5.5142
H -3.8440 -5.0423 6.1740
H -4.4537 -6.0568 4.8587
H -5.4866 -5.7117 6.2398
H -6.0599 -2.3451 0.9177
H -6.6022 -4.0018 0.5945
H -4.8938 -3.6656 0.7418
H -7.6336 -2.8278 3.4988
H -7.3630 -4.5454 3.8648
H -7.9741 -4.0846 2.3117

No. 7
18
Properties=species:S:1:pos:R:3 method="wB97M-V/def2-TZVPD" spin_multiplicity=1 smiles="S[C@H]1[NH+]=CNc2[nH]ccc21" charge=+1
S -2.5662 1.1772 -0.7919
C -1.2433 0.2723 0.7004
N -1.4776 -1.1481 0.7177
C -0.8876 -1.9355 -0.1644
N 0.2375 -1.6269 -0.7166
C 0.8106 -0.4144 -0.4063
N 2.0375 0.0536 -0.8274
C 2.2435 1.2852 -0.1859
C 1.1446 1.6065 0.5238
C 0.1796 0.5574 0.3405
H -3.3689 1.6753 0.1695
H -1.5209 0.8961 1.5955
H -2.1252 -1.4196 1.4278
H -1.2995 -2.8465 -0.3353
H 0.6800 -1.9519 -1.5448
H 2.8670 -0.3564 -1.1626
H 3.1598 1.6943 -0.3561
H 1.1291 2.4814 1.0162

Summary of energy above the lowest of the compared OMol25 structures with the same formula, charge and spin in kcal per mole
52.8 46.7 74.0 32.5 38.0 29.1 21.7
(order as listed above)
Summary of gap between HOMO and LUMO in eV
10.3 9.6 8.9 11.1 9.7 8.0 8.1
(order as listed above)